DFT (wB97M-V/def2-TZVPD) results for C21H22BrClN3O6Ru as an isolated structure in a non-equilibrium geometry.

Structure (ORCA input):
```
! RIJCOSX wB97M-V def2-TZVPD def2/J DEFGRID3
* xyz 1 1
Ru -0.2831 -0.7665 0.2537
O -0.9054 -1.7939 2.1803
C -0.6131 -1.5238 3.5114
C -1.3565 -2.1657 4.4871
C -1.0794 -1.9484 5.8264
C -0.0505 -1.0958 6.1941
C 0.6815 -0.4588 5.2076
C 0.4100 -0.6463 3.8559
C 1.2204 0.1448 2.8595
O 1.6139 -0.9018 1.9087
N 0.5523 1.2426 2.2742
N -0.5021 0.9179 1.4241
C -1.1969 1.8794 0.9506
C -2.3013 1.6233 0.0503
Br -2.7336 -0.2438 -0.1023
C -2.9901 2.4892 -0.6898
C -2.7022 3.9082 -0.9099
C -3.7801 4.7518 -1.1751
C -3.5785 6.1085 -1.3699
C -2.2922 6.6257 -1.3268
C -1.2074 5.7851 -1.1099
C -1.4080 4.4305 -0.9064
H -1.7003 -2.3350 2.1483
H -2.1537 -2.8429 4.1984
H -1.6687 -2.4545 6.5792
H 0.1807 -0.9307 7.2369
H 1.4874 0.2106 5.4854
H 2.1231 0.5452 3.3144
H 1.1224 2.0181 1.9727
H -1.0154 2.9100 1.2436
H -3.8656 2.1103 -1.2065
H -4.7822 4.3419 -1.2169
H -4.4221 6.7562 -1.5677
H -2.1300 7.6829 -1.4905
H -0.2010 6.1817 -1.1241
H -0.5510 3.7717 -0.8380
N 0.1160 -2.3142 -1.0821
C 0.8392 -1.8421 -2.3019
C -0.0321 -0.8665 -3.0601
C -0.3059 0.4258 -2.3049
O -1.0034 1.2937 -2.7776
O 0.3018 0.5365 -1.1227
H 0.6641 -3.0452 -0.6384
H -0.7457 -2.7611 -1.3810
H 1.1243 -2.6886 -2.9286
H 1.7452 -1.3455 -1.9607
H -0.9942 -1.3062 -3.3400
H 0.4564 -0.6094 -4.0013
Cl 4.5567 -1.0360 3.1599
C 4.0699 -1.9417 1.7115
C 3.5750 -1.0154 0.6290
O 4.0981 -0.8368 -0.4190
O 2.3879 -0.3048 0.8460
H 3.3173 -2.6668 2.0029
H 4.9497 -2.4347 1.3143
*
```

E   -124026.82263 eV
Largest force on an atom   2.29 eV/Å
ΔE to the lowest compared entry with this formula, charge and spin   222.2 kJ/mol
HOMO level (alpha / beta)   -10.878 / -10.879 eV

***

DFT (wB97M-V/def2-TZVPD) results for C26H36DyP as an isolated structure in a non-equilibrium geometry.

Structure (ORCA input):
```
! RIJCOSX wB97M-V def2-TZVPD def2/J DEFGRID3
* xyz 2 6
C -2.7040 0.9743 -0.9199
H -3.6906 0.4981 -0.9557
H -2.8463 2.0500 -1.1053
H -2.4155 0.8090 0.2156
C -1.8520 0.3045 -2.0253
H -0.8586 0.8262 -2.2059
H -1.6244 -0.7471 -1.7606
C -2.6247 0.3110 -3.3584
H -2.0582 -0.2016 -4.1409
H -3.5912 -0.1898 -3.2386
H -2.8026 1.3406 -3.6841
C 1.5347 2.1537 0.5213
C 1.3881 2.2962 -0.9004
C 0.1662 3.0110 -1.1492
C -0.4445 3.2959 0.1169
C 0.3979 2.7664 1.1435
C 0.1089 2.7830 2.5974
C -1.6561 4.1278 0.3389
C -0.2812 3.5883 -2.4451
C 2.4105 1.9342 -1.9099
C 2.6579 1.5092 1.2469
Dy -0.4395 0.7673 -0.1025
H -2.0811 3.9314 1.3302
H -1.4280 5.2057 0.2866
H -2.4342 3.9238 -0.4065
H -0.9045 3.1533 2.7901
H 0.1887 1.7799 3.0421
H 0.8164 3.4318 3.1342
H 3.1372 0.7246 0.6485
H 3.4298 2.2473 1.5168
H 2.3114 1.0422 2.1766
H 2.0071 1.9940 -2.9272
H 3.2627 2.6307 -1.8466
H 2.8008 0.9188 -1.7534
H -1.3502 3.4052 -2.6352
H -0.1342 4.6824 -2.4547
H 0.2851 3.1753 -3.2876
C 2.2694 -2.1716 -1.0258
P 0.6743 -1.8417 -0.2412
C -0.3465 -3.3565 -0.3807
C 0.2127 -4.5977 -0.7326
C -0.6009 -5.7366 -0.8011
C -1.9787 -5.6410 -0.5646
C -2.5450 -4.3942 -0.2685
C -1.7377 -3.2645 -0.1510
C 1.0482 -1.6425 1.5643
C 0.0886 -0.9406 2.3450
C 0.3827 -0.6325 3.6810
C 1.5989 -1.0166 4.2465
C 2.5358 -1.7151 3.4805
C 2.2565 -2.0474 2.1503
H 2.1091 -2.2153 -2.1118
H 2.6965 -3.1194 -0.6795
H 2.9731 -1.3542 -0.8162
H 1.2825 -4.6787 -0.9477
H -0.1536 -6.7009 -1.0476
H -2.6074 -6.5316 -0.6130
H -3.6200 -4.3062 -0.1240
H -2.1928 -2.3080 0.1212
H -0.9344 -0.7285 1.9610
H -0.3637 -0.1006 4.2782
H 1.8056 -0.7814 5.2927
H 3.4834 -2.0119 3.9260
H 2.9815 -2.6191 1.5661
*
```

E   -60902.54625 eV
Largest force on an atom   3.52 eV/Å
ΔE to the lowest compared entry with this formula, charge and spin   0.0 kJ/mol
HOMO level (alpha / beta)   -14.422 / -14.440 eV

***

DFT (wB97M-V/def2-TZVPD) results for the molecule C5H6O2.

Structure (ORCA input):
```
! RIJCOSX wB97M-V def2-TZVPD def2/J DEFGRID3
* xyz 0 1
C -0.5728 2.2944 -0.1535
C -0.2692 1.1635 0.1132
C -0.2222 -0.2115 0.6186
C -1.3485 -1.0454 0.0232
O 1.0308 -0.9001 0.3988
C 1.9417 -0.2999 -0.3990
O 2.9914 -0.7826 -0.7077
H -0.8214 3.3040 -0.3726
H -0.3376 -0.1381 1.7044
H -1.2492 -1.0844 -1.0635
H -2.3245 -0.6123 0.2595
H -1.2958 -2.0579 0.4269
H 1.5923 0.6941 -0.7173
*
```

E   -9374.92997 eV
Largest force on an atom   0.80 eV/Å
ΔE to the lowest compared entry with this formula, charge and spin   209.0 kJ/mol
HOMO level   -10.256 eV

***

DFT (wB97M-V/def2-TZVPD) results for C4H5FeLiO3 as an isolated structure in a non-equilibrium geometry.

Structure (ORCA input):
```
! RIJCOSX wB97M-V def2-TZVPD def2/J DEFGRID3
* xyz 2 5
Fe 0.4930 2.1312 -0.6679
O -1.0386 0.6692 -0.2842
C -2.1370 0.4586 0.6354
H -2.9701 0.0437 0.0610
H -1.8455 -0.2703 1.3973
H -2.3372 1.4461 1.0564
C 2.4316 0.0088 0.2641
C 1.4609 -0.3630 -0.5796
O 0.8881 0.4751 -1.5330
C -0.3588 -0.3955 -0.7211
O -0.7496 -1.5286 -0.5918
Li 0.5422 -2.9709 -0.2512
H 2.5036 -0.5315 1.2077
H 3.1172 0.8270 0.0071
*
```

E   -44941.03367 eV
Largest force on an atom   5.29 eV/Å
HOMO level (alpha / beta)   -17.088 / -17.012 eV

***

DFT (wB97M-V/def2-TZVPD) results for C4H6NiO2 as an isolated structure in a non-equilibrium geometry.

Structure (ORCA input):
```
! RIJCOSX wB97M-V def2-TZVPD def2/J DEFGRID3
* xyz 1 4
O 1.9958 -2.1090 -0.1870
C 1.0456 -1.4131 -0.7920
C 0.6598 -0.1364 -0.4486
C -0.1724 0.7348 -1.2143
C -0.9463 1.9129 -0.6435
O -1.4981 1.6378 0.6159
Ni -1.2403 -0.1700 0.8855
H 1.7386 -2.3917 0.7014
H 0.4650 -2.0145 -1.4973
H -0.5467 0.3300 -2.1641
H 1.2757 1.0000 -0.6366
H -1.7332 2.1955 -1.3663
H -0.2516 2.7708 -0.5642
*
```

E   -49368.90877 eV
Largest force on an atom   3.81 eV/Å
ΔE to the lowest compared entry with this formula, charge and spin   104.1 kJ/mol
HOMO level (alpha / beta)   -12.574 / -14.532 eV

***

DFT (wB97M-V/def2-TZVPD) results for the molecule C10H12N2O2S in a non-equilibrium geometry.

Structure (ORCA input):
```
! RIJCOSX wB97M-V def2-TZVPD def2/J DEFGRID3
* xyz 0 1
C 3.2976 0.6307 -0.8323
C 2.6179 -0.4694 -1.3868
C 2.9587 1.1623 0.4203
C 1.5343 -1.0128 -0.6552
C 1.7285 0.7196 1.0014
C 0.9902 -0.2944 0.4502
C -3.9257 -0.2043 -0.2581
C -2.9437 -0.8505 0.6701
C -1.4531 -0.6225 0.2328
C -0.2625 -0.8334 1.1736
N -0.6005 1.4330 -1.4218
N -3.7573 1.0670 -0.5929
O -4.8258 -0.9324 -0.6518
O -1.2771 2.1610 0.9215
S -1.3863 1.2663 -0.1791
H 4.2108 0.9321 -1.2065
H 2.9001 -0.9114 -2.3229
H 3.7203 1.7571 1.0671
H 0.8937 -1.7942 -1.0533
H 1.4988 1.1145 2.0052
H -3.1540 -0.3700 1.6963
H -3.0328 -1.9243 0.6385
H -1.3875 -0.8909 -0.7295
H -0.1593 -1.9435 1.1946
H -0.3374 -0.1628 2.0302
H -0.4249 2.4283 -1.7609
H -4.0732 1.5156 -1.4028
*
```

E   -28470.83357 eV
Largest force on an atom   5.56 eV/Å
ΔE to the lowest compared entry with this formula, charge and spin   198.3 kJ/mol
HOMO level (alpha / beta)   -8.960 / -8.960 eV

***

The highest E belongs to which entry?
C5H6O2

***

Which value of E does entry 4 give?
-44941.03367 eV

***

What is the largest force on an atom in the third record?
0.80 eV/Å